one | The ion C6H14NO with charge -1. Source: OMol25; level of theory: ωB97M-V with the def2-TZVPD basis set.

Element x y z (Å)
C: 1.779 1.483 0.862
C: 1.860 0.958 -0.581
C: 1.336 -0.502 -0.724
N: 0.260 -0.855 0.192
C: -1.044 -0.418 -0.229
C: -1.577 0.698 0.705
C: -1.968 -1.759 -0.233
O: -1.251 -2.875 -0.108
H: 2.720 1.934 1.190
H: 1.434 0.696 1.529
H: 1.005 2.241 0.883
H: 1.262 1.539 -1.294
H: 2.881 0.945 -0.989
H: 2.166 -1.187 -0.591
H: 0.909 -0.571 -1.734
H: 0.160 -1.889 0.144
H: -1.241 0.013 -1.221
H: -1.119 0.614 1.682
H: -2.636 0.505 0.967
H: -1.619 1.656 0.181
H: -2.562 -1.641 -1.184
H: -2.756 -1.584 0.554

Results
Molecular weight ... 116.2 g/mol
Spin multiplicity ... 1
Net charge ... -1

---

two | A cluster of 2 separate species, C6H14NO in total. Source: OMol25; level of theory: ωB97M-V with the def2-TZVPD basis set.

Element x y z (Å)
C: -1.305 0.871 -1.206
C: -1.512 -0.272 -1.846
C: -0.454 -1.322 -2.001
C: -2.357 1.925 -1.038
H: -0.335 1.025 -0.741
H: -2.507 -0.467 -2.254
H: -0.814 -2.297 -1.655
H: -0.167 -1.430 -3.053
H: 0.429 -1.030 -1.415
H: -3.306 1.617 -1.480
H: -2.056 2.875 -1.489
H: -2.538 2.146 0.016
C: 0.407 -0.895 2.425
N: 1.584 -0.045 2.363
C: 2.259 -0.204 1.029
O: 1.489 0.061 -0.031
H: -0.305 -0.708 1.614
H: -0.109 -0.771 3.381
H: 0.734 -1.937 2.353
H: 1.275 0.923 2.369
H: 2.627 -1.259 1.060
H: 3.154 0.457 1.101

Results
Molecular weight ... 116.2 g/mol
Spin multiplicity ... 1
Net charge ... -1

---

Relative energy table, unit hartree: one 0.0088; two 0.0000

---

one | A cluster of 5 separate species, CH10O6 in total. Source: OMol25; level of theory: ωB97M-V with the def2-TZVPD basis set.

Element x y z (Å)
O: 1.362 1.593 2.008
C: 0.969 1.783 0.889
O: -0.171 1.297 0.442
H: 1.551 2.372 0.180
H: -0.203 1.299 -0.534
O: 0.348 -0.889 -1.914
H: 0.137 -1.381 -1.104
H: 0.022 -1.407 -2.648
O: -0.633 -2.300 0.358
H: -0.295 -1.928 1.190
H: -1.597 -2.311 0.418
O: 0.239 -0.937 2.607
H: 0.139 0.021 2.632
H: 1.172 -1.064 2.797
O: -0.897 1.552 -2.181
H: -0.345 0.920 -2.653
H: -1.800 1.380 -2.485

Results
Molecular weight ... 118.1 g/mol
Spin multiplicity ... 1

---

two | A structure of composition CH10O6. Source: OMol25; level of theory: ωB97M-V with the def2-TZVPD basis set.

Element x y z (Å)
H: 0.498 -0.386 0.423
O: 1.117 0.670 0.586
O: -0.110 -1.344 0.178
H: 1.104 1.161 -0.235
H: 0.750 1.309 1.288
C: -1.285 -1.170 -0.312
H: -1.966 -2.027 -0.236
O: -1.761 -0.075 -0.619
O: 2.400 -2.992 -0.512
H: 1.603 -3.192 -1.022
H: 2.244 -2.186 -0.015
O: -0.453 2.139 -1.582
H: -0.716 2.190 -2.508
H: -1.062 1.445 -1.225
O: -0.311 2.262 1.997
H: -0.615 1.595 2.626
H: -1.050 2.241 1.377

Results
Molecular weight ... 118.1 g/mol
Spin multiplicity ... 1

---

Relative energy table, unit hartree: one 0.0000; two 0.0157

---

one | A cluster of 11 separate species, C44H77N11 in total. Source: OMol25; level of theory: ωB97M-V with the def2-TZVPD basis set.

Element x y z (Å)
C: -15.078 9.236 8.425
C: -16.259 9.741 9.243
C: -16.774 8.713 10.263
C: -17.170 7.503 9.558
N: -17.363 6.499 9.045
H: -15.473 8.417 7.818
H: -14.203 8.956 9.001
H: -14.741 9.922 7.640
H: -17.036 9.975 8.491
H: -16.106 10.666 9.826
H: -17.570 9.166 10.872
H: -15.965 8.427 10.962
C: -22.001 11.014 5.602
C: -20.995 12.194 5.278
C: -19.550 11.700 5.419
C: -19.344 11.114 6.742
N: -19.461 10.702 7.796
H: -23.015 11.281 5.353
H: -21.966 10.716 6.660
H: -21.649 10.162 5.059
H: -21.146 13.019 5.978
H: -21.138 12.513 4.254
H: -18.869 12.590 5.286
H: -19.279 10.927 4.678
C: -19.545 18.081 8.634
C: -19.800 18.450 7.199
C: -18.779 17.797 6.225
C: -18.965 16.326 6.029
N: -18.914 15.227 5.715
H: -19.770 17.016 8.903
H: -20.181 18.639 9.320
H: -18.489 18.291 8.912
H: -19.645 19.509 7.010
H: -20.811 18.206 6.858
H: -17.790 17.994 6.592
H: -18.850 18.282 5.226
C: -19.005 15.638 15.512
C: -19.811 16.723 14.726
C: -20.109 16.152 13.347
C: -20.999 15.007 13.285
N: -21.630 14.063 13.193
H: -19.551 14.704 15.471
H: -18.959 15.886 16.560
H: -17.995 15.611 15.097
H: -19.288 17.662 14.599
H: -20.733 16.846 15.326
H: -19.142 15.808 12.951
H: -20.359 16.934 12.644
C: -21.975 12.701 8.939
C: -22.889 13.652 9.737
C: -23.735 14.593 8.826
C: -22.849 15.459 7.998
N: -22.243 16.122 7.278
H: -22.479 11.923 8.355
H: -21.245 12.196 9.560
H: -21.314 13.367 8.289
H: -22.277 14.264 10.422
H: -23.550 13.155 10.398
H: -24.215 15.365 9.408
H: -24.470 14.250 8.113
C: -15.398 7.223 4.482
C: -16.604 8.179 4.238
C: -16.110 9.583 3.909
C: -16.132 10.449 5.039
N: -16.145 11.139 5.966
H: -14.688 7.211 3.634
H: -15.655 6.233 4.804
H: -14.805 7.670 5.306
H: -17.191 8.192 5.164
H: -17.157 7.818 3.339
H: -16.800 10.038 3.169
H: -15.181 9.672 3.368
C: -13.995 20.172 10.272
C: -15.162 19.290 10.738
C: -14.737 18.002 11.473
C: -15.818 17.219 12.072
N: -16.657 16.665 12.572
H: -14.284 20.861 9.473
H: -13.161 19.594 9.948
H: -13.791 20.787 11.155
H: -15.777 19.002 9.878
H: -15.768 19.997 11.360
H: -13.934 18.148 12.210
H: -14.326 17.374 10.693
C: -16.140 16.206 3.290
C: -15.443 15.488 4.365
C: -15.945 14.063 4.584
C: -16.107 13.350 3.271
N: -16.201 12.846 2.260
H: -15.935 15.810 2.299
H: -15.911 17.248 3.238
H: -17.174 16.127 3.401
H: -15.571 15.955 5.365
H: -14.318 15.478 4.277
H: -17.027 14.165 4.890
H: -15.308 13.557 5.282
C: -18.778 14.213 9.848
C: -17.744 13.113 9.602
C: -16.737 13.514 8.480
C: -16.223 14.882 8.846
N: -15.835 15.917 9.218
H: -18.296 15.101 10.255
H: -19.579 13.892 10.508
H: -19.236 14.598 8.883
H: -18.392 12.349 9.259
H: -17.251 12.905 10.542
H: -17.196 13.638 7.515
H: -15.820 12.913 8.316
C: -13.971 13.075 10.998
C: -14.617 12.342 12.191
C: -15.075 13.298 13.300
C: -13.944 14.315 13.580
N: -13.096 15.033 13.856
H: -13.888 12.399 10.142
H: -12.982 13.386 11.328
H: -14.528 13.976 10.674
H: -13.919 11.645 12.638
H: -15.532 11.807 11.857
H: -15.199 12.822 14.282
H: -15.923 13.957 12.946
C: -10.829 15.191 9.430
C: -12.031 16.072 9.159
C: -12.569 15.985 7.720
C: -13.080 14.669 7.398
N: -13.350 13.575 7.187
H: -10.203 15.551 10.238
H: -10.189 15.052 8.551
H: -11.095 14.181 9.607
H: -11.768 17.118 9.487
H: -12.884 15.775 9.784
H: -11.753 16.233 7.010
H: -13.429 16.689 7.507

Results
Molecular weight ... 760.2 g/mol
Spin multiplicity ... 1

---

two | A cluster of 11 separate species, C44H77N11 in total. Source: OMol25; level of theory: ωB97M-V with the def2-TZVPD basis set.

Element x y z (Å)
C: -6.764 6.439 -8.567
C: -5.588 7.328 -8.921
C: -6.035 8.617 -9.615
C: -7.017 8.326 -10.707
N: -7.720 8.146 -11.623
H: -7.605 6.946 -8.094
H: -6.438 5.675 -7.861
H: -7.113 5.891 -9.442
H: -4.891 6.792 -9.565
H: -5.086 7.715 -8.034
H: -5.163 9.046 -10.109
H: -6.502 9.358 -8.967
C: -5.733 11.586 -11.928
C: -7.027 11.940 -11.273
C: -6.973 12.824 -9.967
C: -5.917 12.462 -8.986
N: -5.054 12.197 -8.243
H: -5.861 10.888 -12.756
H: -5.090 11.088 -11.204
H: -5.273 12.505 -12.292
H: -7.536 11.041 -10.925
H: -7.712 12.358 -12.011
H: -7.908 12.757 -9.410
H: -6.843 13.872 -10.239
C: -0.255 3.252 -16.420
C: -0.809 4.002 -17.644
C: -2.353 3.925 -17.743
C: -3.124 3.935 -16.499
N: -3.740 3.880 -15.516
H: -0.624 3.643 -15.472
H: 0.824 3.403 -16.444
H: -0.489 2.189 -16.491
H: -0.349 3.637 -18.562
H: -0.491 5.043 -17.591
H: -2.746 2.992 -18.147
H: -2.691 4.709 -18.420
C: -4.331 8.543 -16.184
C: -4.910 7.305 -15.435
C: -5.517 7.589 -14.085
C: -4.586 8.091 -13.061
N: -3.914 8.515 -12.242
H: -5.085 9.191 -16.632
H: -3.628 8.270 -16.972
H: -3.681 9.129 -15.535
H: -4.054 6.646 -15.291
H: -5.513 6.768 -16.168
H: -5.862 6.667 -13.619
H: -6.331 8.312 -14.042
C: -7.241 2.952 -16.567
C: -7.090 4.302 -17.269
C: -8.031 4.562 -18.472
C: -9.427 4.020 -18.240
N: -10.516 3.602 -18.040
H: -7.261 2.153 -17.308
H: -8.224 2.928 -16.096
H: -6.451 2.809 -15.829
H: -6.044 4.591 -17.367
H: -7.365 5.074 -16.550
H: -7.794 4.020 -19.387
H: -8.185 5.598 -18.775
C: -5.830 8.134 -19.673
C: -5.095 6.776 -19.759
C: -5.191 6.056 -21.096
C: -6.579 5.923 -21.537
N: -7.702 5.824 -21.884
H: -6.902 7.969 -19.573
H: -5.581 8.748 -20.538
H: -5.519 8.639 -18.758
H: -5.382 6.078 -18.972
H: -4.046 6.921 -19.502
H: -4.758 5.057 -21.036
H: -4.606 6.571 -21.858
C: -1.737 10.729 -8.511
C: -2.234 9.595 -9.477
C: -1.161 9.379 -10.613
C: -1.058 10.579 -11.430
N: -1.012 11.547 -12.065
H: -1.651 11.651 -9.086
H: -0.815 10.493 -7.979
H: -2.422 11.052 -7.727
H: -3.199 9.962 -9.826
H: -2.391 8.677 -8.910
H: -1.456 8.596 -11.312
H: -0.159 9.159 -10.245
C: -1.710 5.843 -11.386
C: -2.477 5.137 -12.509
C: -3.809 4.572 -12.015
C: -3.563 3.362 -11.227
N: -3.347 2.412 -10.623
H: -0.917 6.481 -11.776
H: -1.261 5.204 -10.625
H: -2.340 6.570 -10.875
H: -1.897 4.302 -12.902
H: -2.715 5.874 -13.276
H: -4.461 4.332 -12.855
H: -4.358 5.266 -11.378
C: -10.349 4.705 -11.365
C: -10.028 5.676 -12.586
C: -8.734 5.366 -13.354
C: -7.723 4.690 -12.547
N: -6.920 4.249 -11.882
H: -11.310 4.948 -10.913
H: -9.603 4.752 -10.572
H: -10.476 3.668 -11.677
H: -9.679 6.568 -12.065
H: -10.827 5.865 -13.302
H: -8.336 6.362 -13.549
H: -8.916 4.846 -14.295
C: -8.340 10.683 -14.529
C: -7.956 12.126 -14.829
C: -8.074 12.448 -16.325
C: -7.266 11.590 -17.221
N: -6.694 10.881 -17.966
H: -8.130 10.349 -13.513
H: -7.849 10.011 -15.233
H: -9.402 10.560 -14.743
H: -6.930 12.349 -14.535
H: -8.541 12.794 -14.197
H: -7.803 13.498 -16.434
H: -9.121 12.362 -16.618
C: -2.838 10.187 -19.416
C: -2.519 10.282 -20.898
C: -2.575 8.953 -21.664
C: -1.714 7.897 -21.112
N: -1.029 7.059 -20.635
H: -3.843 9.790 -19.269
H: -2.755 11.228 -19.101
H: -2.038 9.620 -18.940
H: -1.548 10.770 -20.980
H: -3.182 10.993 -21.391
H: -2.348 9.055 -22.726
H: -3.570 8.510 -21.611

Results
Molecular weight ... 760.2 g/mol
Spin multiplicity ... 1

---

Relative energy table, unit hartree: one 0.0000; two 0.0080